Entry from OMol25: 3 unconnected molecules or ions with the total composition C21H48Cl2F2N9O4P2 at a distorted geometry (ωB97M-V/def2-TZVPD).

Last column: Löwdin charge in e.
Positions of all 88 atoms, in Å:
C1 1.29314 -0.92630 1.54084  -0.102
C2 0.37673 -1.43592 0.41676  -0.737
Cl1 -0.03581 -0.18441 -0.79662  0.672
C3 -0.82378 -2.22413 0.92286  -0.604
Cl2 -1.64259 -2.98912 -0.48777  0.733
C4 -1.79738 -1.44263 1.84570  -0.425
N1 -1.58166 -0.02186 2.07043  0.115
C5 -1.46947 -2.08607 3.28854  -0.023
C6 -2.39533 -3.31162 3.28241  0.065
N2 -3.14956 -3.29637 2.25581  0.191
C7 -3.27535 -1.83855 1.91065  -0.211
N3 -4.33413 -1.40562 1.00982  0.137
C8 -3.90495 -0.74081 -0.20063  -0.480
O1 -4.01561 -1.26520 -1.26053  0.168
F1 -3.44581 0.49963 -0.13424  0.168
C9 -5.32443 -0.61558 1.69972  -0.453
O2 -6.47911 -0.89276 1.67083  0.242
F2 -4.89817 0.44998 2.37666  0.163
H1 2.01441 -0.20388 1.18371  0.072
H2 1.87738 -1.80318 1.83877  0.093
H3 0.75607 -0.61211 2.42708  0.055
H4 0.98833 -2.15532 -0.12083  0.095
H5 -0.41363 -3.05742 1.48069  0.101
H6 -2.43585 0.40491 2.40730  0.089
H7 -1.29838 0.47336 1.23159  0.048
H8 -1.68466 -1.37416 4.08884  0.149
H9 -0.42315 -2.34875 3.43408  0.136
H10 -2.31890 -4.15017 3.96347  0.164
H11 -3.71538 -4.05886 1.89737  0.198
H12 -3.56018 -1.41658 2.87392  0.151
O3 2.77763 0.59673 3.93202  -0.321
P1 4.11115 1.20764 4.31254  0.705
N4 3.90145 1.21630 6.02479  -0.315
C10 4.26402 2.27387 6.94981  -0.123
C11 3.72521 -0.08541 6.65892  -0.140
N5 3.83387 2.77094 3.65134  -0.327
C12 4.06205 4.02706 4.34022  -0.137
C13 2.72257 2.92276 2.72302  -0.138
N6 5.82412 1.56404 4.38721  -0.269
C14 6.43277 1.72584 3.03673  -0.121
C15 6.64134 0.52837 5.06321  -0.125
H13 5.32731 2.54438 6.91831  0.077
H14 4.04840 1.98382 7.97786  0.079
H15 3.67270 3.17265 6.77903  0.061
H16 4.66683 -0.64555 6.74506  0.065
H17 3.02988 -0.70217 6.08528  0.063
H18 3.30092 0.01042 7.65807  0.078
H19 3.20950 4.30303 4.97237  0.081
H20 4.20659 4.83436 3.61554  0.082
H21 4.96649 4.01167 4.94416  0.071
H22 1.75892 2.98583 3.24438  0.085
H23 2.68363 2.09439 2.02013  0.055
H24 2.85101 3.82814 2.12532  0.082
H25 6.34997 0.81139 2.44279  0.083
H26 7.48726 1.98418 3.13292  0.084
H27 5.96579 2.53301 2.48087  0.072
H28 6.46061 -0.46981 4.65776  0.087
H29 6.45134 0.50910 6.13499  0.066
H30 7.70066 0.75566 4.95546  0.084
O4 -0.53355 -0.70509 -7.40627  -0.298
P2 -1.82196 -0.70846 -6.62133  0.698
N7 -2.92258 -0.52329 -7.93531  -0.315
C16 -4.10159 0.31827 -7.98113  -0.128
C17 -2.91644 -1.58772 -8.93409  -0.134
N8 -1.57708 0.77778 -5.78679  -0.331
C18 -2.54714 1.84833 -5.67716  -0.145
C19 -0.23151 1.33759 -5.79483  -0.140
N9 -3.07146 -1.12354 -5.46067  -0.268
C20 -2.52738 -1.31442 -4.09019  -0.138
C21 -3.80616 -2.37047 -5.77034  -0.127
H31 -4.83325 0.10048 -7.19051  0.073
H32 -4.62633 0.20332 -8.92918  0.079
H33 -3.83957 1.37494 -7.92886  0.062
H34 -3.43184 -2.49547 -8.58797  0.064
H35 -1.89361 -1.86965 -9.18952  0.072
H36 -3.38891 -1.26797 -9.86213  0.079
H37 -2.52722 2.50580 -6.55467  0.081
H38 -2.32940 2.46808 -4.79995  0.076
H39 -3.55997 1.47801 -5.52958  0.067
H40 -0.00420 1.84332 -6.73998  0.087
H41 0.51463 0.56544 -5.62749  0.068
H42 -0.11876 2.05976 -4.98106  0.075
H43 -1.79989 -2.13351 -4.05768  0.084
H44 -3.33005 -1.53594 -3.39452  0.045
H45 -2.03875 -0.41729 -3.71959  0.067
H46 -3.13318 -3.21243 -5.95338  0.088
H47 -4.45162 -2.24634 -6.63810  0.065
H48 -4.46795 -2.63273 -4.94503  0.081

Summary:
* LUMO level: -5.1 eV
* Kohn-Sham gap: 0.1612 Ha
* electronic energy: -3425.172435 hartree
* net charge: +1
* spin multiplicity: 1



Entry from OMol25: a molecular structure, C21H48ClDyNO2P3 at a distorted geometry (ωB97M-V/def2-TZVPD).

Last column: Löwdin spin population.
Positions of all 77 atoms, in Å:
C1 0.56792 0.23421 -7.48904  0.000
C2 1.13728 0.21264 -6.14418  -0.001
H1 1.24508 -0.27619 -8.19846  0.000
H2 0.35901 1.25103 -7.86646  0.000
H3 -0.36110 -0.35843 -7.40113  0.000
O1 2.22612 0.20861 -5.61223  -0.001
Cl1 -0.28585 -0.09372 -4.63124  -0.005
Dy1 -0.35309 -0.04552 -1.36326  5.096
P1 0.57749 2.51671 -2.42025  -0.013
C3 2.05992 3.41925 -1.87240  -0.001
C4 0.47815 3.04802 -4.15188  -0.002
H4 0.34522 4.13765 -4.15339  0.000
H5 -0.60017 4.51273 -1.68365  0.000
H6 -0.35696 2.53231 -4.64607  0.000
H7 -1.75886 3.25222 -2.18305  0.000
H8 2.87135 3.19173 -2.57557  0.000
H9 1.43403 2.78051 -4.62521  0.000
C5 -0.81988 3.43898 -1.63610  0.001
H10 1.81834 4.48684 -1.91574  0.000
H11 -0.93544 3.12786 -0.58261  0.000
H12 2.32527 3.10762 -0.85328  0.000
P2 0.68057 -2.66359 -2.23320  -0.015
C6 2.22315 -3.55298 -1.86304  -0.002
C7 -0.56564 -3.91440 -1.68473  0.001
H13 -0.20701 -2.50100 -4.44470  0.000
H14 0.71369 -4.03125 -4.27012  0.000
H15 1.55935 -2.46332 -4.46010  0.000
C8 0.68965 -2.96542 -4.03057  -0.001
H16 -1.59931 -3.58039 -1.88928  0.000
H17 -0.37884 -4.85440 -2.23302  0.000
H18 2.18644 -4.53860 -2.33545  -0.001
H19 2.36885 -3.67328 -0.78785  0.000
H20 -0.47006 -4.08834 -0.59815  0.000
H21 3.06714 -3.00338 -2.27943  0.000
C9 2.07174 -0.05269 -1.78758  -0.017
O2 3.16149 -0.02715 -2.18364  0.000
C10 -3.36464 -0.03347 1.74375  0.000
C11 -2.34597 0.59109 2.70393  -0.001
C12 -2.48970 2.11963 2.62035  0.000
C13 -2.70434 0.18349 4.13840  0.000
P3 -0.61430 0.07231 2.21052  -0.003
N1 -0.57353 0.17611 0.62185  -0.034
C14 0.65640 1.21594 2.99119  -0.001
C15 0.34462 1.50403 4.46598  0.000
C16 2.07574 0.60410 2.91138  0.000
C17 0.66698 2.54042 2.20329  0.000
C18 -0.27158 -1.72320 2.73315  -0.001
C19 1.00792 -2.22793 2.04361  0.001
C20 -0.11962 -1.88262 4.26369  0.000
C21 -1.46430 -2.59066 2.27250  0.000
H22 -4.32712 0.46808 1.90984  0.000
H23 -3.07077 0.10684 0.69908  0.000
H24 -3.51182 -1.10137 1.91203  0.000
H25 -3.55637 2.36764 2.73220  0.000
H26 -1.97539 2.64347 3.43361  0.000
H27 -2.15655 2.51086 1.65217  0.000
H28 -2.80748 -0.90096 4.24115  0.000
H29 -1.98875 0.57233 4.87186  0.000
H30 -3.68527 0.63065 4.36819  0.000
H31 0.29728 0.60236 5.08662  0.000
H32 1.16832 2.11463 4.87171  0.000
H33 -0.57493 2.07876 4.59595  0.000
H34 2.32052 0.28735 1.88610  0.000
H35 2.80513 1.37761 3.21463  0.000
H36 2.22294 -0.23601 3.60866  0.000
H37 0.69233 2.39013 1.11509  0.000
H38 -0.18542 3.18592 2.42829  0.000
H39 1.56934 3.09808 2.48788  0.000
H40 1.92516 -2.01532 2.60319  0.000
H41 0.96972 -3.32222 1.94245  0.000
H42 1.11226 -1.78801 1.04287  0.001
H43 -1.00881 -1.53788 4.79922  0.000
H44 0.01311 -2.94821 4.52086  0.000
H45 0.75947 -1.36681 4.66341  0.000
H46 -2.37305 -2.46454 2.87750  0.000
H47 -1.74146 -2.43049 1.21938  0.000
H48 -1.17107 -3.64698 2.37851  0.000

Summary:
* LUMO level (spin up / spin down): -6.5 / -6.3 eV
* Kohn-Sham gap (spin up / spin down): 0.2836 / 0.2903 Ha
* electronic energy: -3403.012403 hartree
* net charge: +2
* spin multiplicity: 6
* expectation value of S²: 9.3743



Entry from OMol25: 3 unconnected molecules or ions with the total composition C21H48N4O4PS2 at a distorted geometry (ωB97M-V/def2-TZVPD).

Last column: Löwdin charge in e.
Positions of all 80 atoms, in Å:
C1 -0.46726 2.69657 3.77551  -0.123
C2 0.88676 2.01818 3.57624  -0.276
C3 0.87720 0.52813 3.93584  -0.212
C4 1.80372 -0.30837 3.03232  -0.334
N1 1.15503 -0.64185 1.77733  -0.170
P1 1.75043 -2.17126 0.92405  0.388
S1 2.53665 -4.18648 0.20348  0.413
C5 -0.08531 -2.84027 0.85174  -0.323
C6 -1.19129 -2.14668 0.04350  -0.271
C7 -1.25879 -0.62170 0.03555  -0.236
S2 -2.64343 0.01272 -0.91599  0.604
O1 -3.72907 0.36808 -0.03616  -0.316
O2 -2.18004 1.00831 -1.83527  -0.290
O3 -3.14861 -1.20181 -1.81554  -0.161
C8 3.55207 -1.50067 1.11649  -0.336
O4 4.46360 -1.92251 0.08627  -0.265
C9 5.57856 -1.08033 -0.00999  -0.262
C10 5.33218 0.18925 -0.83860  -0.222
C11 5.67382 0.05707 -2.33028  -0.102
N2 1.64044 -1.42035 -0.67179  -0.198
C12 1.34874 -2.05044 -1.92235  -0.379
C13 2.52717 -2.13140 -2.90053  -0.114
H1 -0.72952 2.70732 4.83327  0.066
H2 -0.44109 3.73077 3.43210  0.061
H3 -1.23548 2.15880 3.22086  0.061
H4 1.25115 2.15738 2.55786  0.101
H5 1.61094 2.52128 4.22411  0.098
H6 -0.13482 0.11833 3.93722  0.102
H7 1.24897 0.41532 4.95945  0.101
H8 2.14571 -1.17952 3.60889  0.091
H9 2.68508 0.31782 2.86310  0.096
H10 0.21032 -0.88561 2.04725  0.021
H11 1.84170 -2.83521 2.21393  -0.015
H12 3.29647 -3.96581 -0.87528  -0.239
H13 -0.40736 -2.96393 1.89192  0.064
H14 0.00002 -3.85607 0.46677  0.018
H15 -1.16543 -2.48859 -0.99140  0.086
H16 -2.16569 -2.49388 0.41675  0.103
H17 -0.39537 -0.12097 -0.37904  0.077
H18 -1.45955 -0.21979 1.02788  0.091
H19 -3.73984 -1.75141 -1.28777  0.088
H20 3.50146 -0.40912 1.05925  0.061
H21 3.99029 -1.81782 2.07058  0.085
H22 6.36784 -1.66179 -0.49642  0.112
H23 5.93510 -0.80068 0.98927  0.109
H24 5.90770 1.00518 -0.39420  0.095
H25 4.28225 0.46821 -0.73894  0.097
H26 6.40499 -0.72533 -2.51897  0.063
H27 6.07832 1.00315 -2.69738  0.058
H28 4.76963 -0.12564 -2.90687  0.049
H29 1.65250 -0.41657 -0.67898  0.070
H30 0.60492 -1.43348 -2.45812  0.084
H31 0.84891 -3.01410 -1.82526  0.078
H32 3.45561 -2.41983 -2.40981  0.042
H33 2.65990 -1.13918 -3.32910  0.021
H34 2.31401 -2.82503 -3.71726  0.063
C14 -1.87191 2.97444 -4.76145  -0.103
C15 -0.58292 3.63161 -5.24324  -0.264
C16 0.43511 2.61864 -5.77977  -0.192
C17 0.82336 1.65976 -4.74657  -0.212
N3 1.11565 0.89985 -3.93987  0.195
H35 -1.69278 2.29225 -3.92999  0.049
H36 -2.57962 3.72872 -4.41697  0.073
H37 -2.34675 2.41020 -5.56742  0.077
H38 -0.13149 4.19439 -4.42421  0.110
H39 -0.80693 4.34723 -6.03786  0.101
H40 1.33526 3.12392 -6.13155  0.113
H41 0.01302 2.06472 -6.61989  0.117
C18 -7.95543 0.65872 3.51138  -0.116
C19 -6.65635 1.33691 3.09058  -0.260
C20 -5.65614 0.37174 2.44427  -0.199
C21 -5.28276 -0.69550 3.37305  -0.241
N4 -4.99971 -1.53864 4.09809  0.140
H42 -7.77513 -0.10776 4.26621  0.068
H43 -8.64975 1.38447 3.93647  0.067
H44 -8.44431 0.18535 2.65757  0.074
H45 -6.19306 1.80769 3.95969  0.110
H46 -6.87482 2.13159 2.37529  0.107
H47 -4.75269 0.89588 2.13790  0.099
H48 -6.08210 -0.08453 1.55082  0.117

Summary:
* LUMO level: 2.3 eV
* Kohn-Sham gap: 0.2394 Ha
* electronic energy: -2486.612093 hartree
* net charge: -1
* spin multiplicity: 1